Entry 1
DFT (wB97M-V/def2-TZVPD) results for 2 unconnected molecules or ions with the total composition CH4FN2.

Gap between HOMO and LUMO (alpha / beta) in eV: 10.0952 / 10.0959
E_HOMO (alpha / beta) in eV: -17.573 / -17.573

```
! wB97M-V def2-TZVPD RIJCOSX def2/J DEFGRID3
* xyz 1 1
C -0.55 0.03 0.04
N -0.18 -1.17 0.13
N -0.31 1.27 -0.05
F -2.64 -0.04 -0.01
H 0.80 -1.46 0.08
H -0.88 -1.91 0.22
H 0.63 1.66 -0.06
H -1.09 1.93 -0.12
*
```

natural (NBO) population analysis, charges in e, atoms 1 to 2: 0.977, -0.756

---

Entry 2
DFT (wB97M-V/def2-TZVPD) results for a molecular structure, CH4FN2.

Gap between HOMO and LUMO in eV: 12.3759
E_HOMO in eV: -17.543

```
! wB97M-V def2-TZVPD RIJCOSX def2/J DEFGRID3
* xyz 1 1
C 0.00 0.00 0.00
N -0.74 0.72 0.35
N 1.09 -0.60 -0.43
F 0.64 1.92 -1.65
H -1.65 1.08 0.68
H 1.27 1.01 -1.31
H 0.78 -1.44 -1.06
H 2.00 -0.52 0.10
*
```

natural (NBO) population analysis, charges in e, atoms 1 to 2: 0.758, -0.369

---

Energies in kJ/mol, measured from the most stable structure: entry 1 39.6; entry 2 0.0.

---

Entry 1
DFT (wB97M-V/def2-TZVPD) results for 8 unconnected molecules or ions with the total composition C27H52ClO19S5.

Gap between HOMO and LUMO in eV: 9.7673
E_HOMO in eV: -7.687

```
! wB97M-V def2-TZVPD RIJCOSX def2/J DEFGRID3
* xyz -1 1
Cl -0.37 0.92 0.59
O 0.94 0.51 1.09
O -1.13 1.53 1.66
O -0.20 1.91 -0.43
O -1.12 -0.18 0.03
O -1.19 -4.99 -3.78
S -1.94 -4.06 -2.98
O -2.51 -2.86 -3.54
O -3.09 -4.94 -2.27
C -4.02 -4.28 -1.40
C -4.24 -5.17 -0.20
C -0.89 -3.64 -1.53
H -4.90 -4.12 -2.02
H -3.67 -3.29 -1.07
H -3.32 -5.57 0.23
H -4.82 -6.05 -0.46
H -4.76 -4.67 0.62
H 0.12 -3.74 -1.91
H -1.22 -4.32 -0.76
H -1.10 -2.60 -1.28
O -6.09 0.62 -2.52
S -4.76 0.88 -2.97
O -4.41 0.73 -4.37
O -4.39 2.41 -2.60
C -3.14 2.92 -3.14
C -2.55 3.76 -2.03
C -3.60 -0.04 -1.94
H -3.46 3.62 -3.91
H -2.48 2.16 -3.55
H -1.59 4.19 -2.32
H -2.31 3.17 -1.14
H -3.23 4.55 -1.73
H -3.90 -1.09 -1.98
H -3.70 0.34 -0.93
H -2.63 0.05 -2.41
O -0.96 -0.59 5.34
S -0.78 -1.98 5.06
O -0.38 -2.91 6.08
O -2.13 -2.57 4.40
C -2.99 -1.66 3.67
C -3.17 -2.18 2.25
C 0.27 -2.24 3.66
H -2.59 -0.65 3.70
H -3.94 -1.61 4.21
H -2.29 -2.74 1.93
H -3.22 -1.35 1.55
H -4.08 -2.76 2.10
H 1.29 -1.96 3.91
H -0.06 -1.80 2.72
H 0.28 -3.33 3.55
O 4.03 -2.20 2.24
S 4.69 -2.15 0.95
O 6.01 -2.69 0.74
O 3.74 -2.87 -0.14
C 2.33 -2.70 0.03
C 1.84 -3.96 0.75
C 4.56 -0.43 0.41
H 1.85 -2.55 -0.94
H 2.08 -1.82 0.62
H 2.26 -4.81 0.21
H 0.77 -4.00 0.94
H 2.20 -3.99 1.78
H 4.82 -0.36 -0.64
H 5.41 0.04 0.92
H 3.58 -0.06 0.68
O 0.43 5.85 -0.21
S 0.39 6.38 1.13
O 0.68 7.75 1.40
O -1.07 6.10 1.77
C -1.59 4.76 1.55
C -3.07 4.85 1.20
C 1.42 5.37 2.23
H -1.53 4.24 2.51
H -1.10 4.26 0.72
H -3.66 5.38 1.95
H -3.37 3.81 1.07
H -3.18 5.36 0.25
H 2.44 5.60 1.94
H 1.12 4.34 2.03
H 1.17 5.65 3.25
C 3.01 -2.39 -4.21
C 3.51 -1.31 -3.49
C 2.66 -0.38 -2.91
C 1.28 -0.57 -2.99
C 0.78 -1.66 -3.70
C 1.64 -2.58 -4.28
H 3.75 -3.03 -4.67
H 4.58 -1.16 -3.49
H 3.02 0.51 -2.41
H 0.64 0.12 -2.46
H -0.30 -1.72 -3.70
H 1.13 -3.43 -4.73
C 3.28 2.57 1.26
C 3.93 2.62 0.02
C 5.30 2.84 -0.04
C 5.97 3.11 1.15
C 5.34 3.10 2.38
C 3.96 2.80 2.44
H 2.24 2.27 1.27
H 3.29 2.48 -0.84
H 5.77 2.90 -1.01
H 7.04 3.33 1.13
H 5.82 3.37 3.31
H 3.53 2.77 3.44
*
```

Mulliken population analysis, charges in e, atoms 1 to 2: 1.155, -0.457

---

Entry 2
DFT (wB97M-V/def2-TZVPD) results for 8 unconnected molecules or ions with the total composition C27H52ClO19S5.

Gap between HOMO and LUMO in eV: 9.7088
E_HOMO in eV: -7.711

```
! wB97M-V def2-TZVPD RIJCOSX def2/J DEFGRID3
* xyz -1 1
Cl -22.43 -37.92 -1.11
O -23.49 -36.98 -1.39
O -21.19 -37.36 -1.59
O -22.25 -38.23 0.30
O -22.73 -39.18 -1.74
O -23.32 -39.49 4.76
S -22.13 -40.22 5.07
O -21.69 -40.32 6.43
O -22.25 -41.73 4.49
C -23.06 -41.96 3.34
C -22.36 -41.73 2.01
C -20.76 -39.58 4.13
H -23.98 -41.36 3.31
H -23.45 -42.97 3.43
H -22.76 -42.31 1.18
H -21.29 -41.97 2.05
H -22.27 -40.66 1.79
H -19.92 -40.25 4.28
H -20.58 -38.61 4.58
H -21.05 -39.42 3.09
O -16.20 -38.02 1.53
S -17.54 -37.68 1.91
O -17.99 -37.92 3.26
O -17.78 -36.14 1.46
C -19.07 -35.57 1.84
C -18.76 -34.52 2.90
C -18.58 -38.46 0.63
H -19.76 -36.35 2.17
H -19.50 -35.13 0.94
H -18.02 -33.81 2.54
H -18.34 -34.98 3.79
H -19.66 -33.98 3.19
H -18.15 -39.45 0.44
H -18.46 -37.83 -0.24
H -19.60 -38.56 0.97
O -23.13 -30.31 -4.20
S -22.57 -30.39 -2.88
O -23.07 -29.56 -1.80
O -22.57 -31.95 -2.43
C -22.34 -32.22 -1.04
C -22.35 -33.74 -0.89
C -20.78 -30.16 -3.03
H -23.05 -31.70 -0.41
H -21.34 -31.88 -0.76
H -23.10 -34.14 -1.56
H -22.51 -34.00 0.15
H -21.34 -34.07 -1.15
H -20.58 -29.19 -3.47
H -20.31 -30.94 -3.61
H -20.46 -30.26 -1.99
O -26.31 -34.82 2.70
S -26.33 -36.25 2.60
O -27.21 -37.01 3.45
O -26.64 -36.61 1.04
C -26.95 -37.96 0.68
C -28.44 -38.22 0.79
C -24.62 -36.88 2.70
H -26.44 -38.66 1.34
H -26.58 -38.09 -0.33
H -29.05 -37.70 0.05
H -28.83 -37.89 1.75
H -28.70 -39.28 0.72
H -24.15 -36.39 3.55
H -24.22 -36.65 1.72
H -24.70 -37.94 2.93
O -24.27 -34.79 -6.71
S -23.97 -35.49 -5.49
O -24.99 -36.02 -4.63
O -23.00 -36.72 -5.97
C -22.51 -37.59 -4.97
C -22.20 -38.93 -5.62
C -22.75 -34.57 -4.54
H -23.19 -37.87 -4.16
H -21.55 -37.28 -4.54
H -21.24 -38.92 -6.14
H -23.01 -39.16 -6.31
H -22.13 -39.72 -4.87
H -23.16 -33.64 -4.15
H -21.92 -34.33 -5.19
H -22.45 -35.15 -3.67
C -21.36 -42.56 -2.00
C -22.34 -42.76 -2.97
C -22.60 -44.04 -3.42
C -21.97 -45.16 -2.84
C -21.09 -44.93 -1.80
C -20.77 -43.65 -1.37
H -21.16 -41.55 -1.65
H -22.84 -41.93 -3.45
H -23.28 -44.18 -4.25
H -22.27 -46.16 -3.13
H -20.65 -45.79 -1.29
H -20.07 -43.58 -0.55
C -18.96 -35.12 -1.51
C -19.64 -34.94 -2.73
C -19.27 -33.82 -3.47
C -18.33 -32.90 -3.02
C -17.64 -33.13 -1.83
C -18.00 -34.23 -1.08
H -19.12 -36.04 -0.96
H -20.37 -35.69 -2.98
H -19.64 -33.67 -4.48
H -17.99 -32.05 -3.60
H -16.84 -32.49 -1.49
H -17.50 -34.45 -0.14
*
```

Mulliken population analysis, charges in e, atoms 1 to 2: 1.224, -0.626

---

Energies in kJ/mol, measured from the most stable structure: entry 1 0.0; entry 2 42.0.

---

Entry 1
DFT (wB97M-V/def2-TZVPD) results for a molecular structure, C14H21AsN2O5PdS5.

Gap between HOMO and LUMO in eV: 6.2813
E_HOMO in eV: -1.771

```
! wB97M-V def2-TZVPD RIJCOSX def2/J DEFGRID3
* xyz -2 1
Pd 0.72 -1.03 -0.70
S 0.25 -5.29 -1.61
As 0.71 -3.55 -2.75
S -0.65 -1.84 -2.24
S 2.23 -2.32 -1.69
S 1.04 -3.80 -4.81
C 1.77 -5.05 2.62
N 2.13 -3.66 2.43
C 3.43 -3.24 2.89
C 1.32 -2.77 1.78
C -0.05 -3.25 1.39
O 1.71 -1.64 1.52
H 2.68 -5.64 2.68
H 1.20 -5.42 1.76
H 1.19 -5.21 3.53
H 3.49 -3.26 3.98
H 3.61 -2.22 2.54
H 4.21 -3.89 2.48
H -0.48 -3.91 2.15
H 0.01 -3.79 0.44
H -0.69 -2.38 1.24
C -4.80 2.74 0.35
C -3.55 2.90 -0.47
C -2.92 4.13 -0.58
C -1.73 4.26 -1.29
C -1.20 3.15 -1.91
C -1.83 1.92 -1.84
C -3.00 1.80 -1.12
S 0.36 3.23 -2.76
O 0.84 4.58 -2.65
O 0.18 2.62 -4.05
N 1.34 2.28 -1.89
C 1.72 2.74 -0.55
C 1.52 1.70 0.54
C 0.02 1.43 0.83
O -0.58 2.32 1.45
O -0.51 0.35 0.40
H -5.07 3.67 0.86
H -4.65 1.97 1.11
H -5.65 2.43 -0.27
H -3.34 4.99 -0.07
H -1.21 5.21 -1.35
H -1.38 1.05 -2.31
H -3.46 0.82 -1.01
H 1.11 1.29 -1.98
H 1.14 3.62 -0.29
H 2.77 3.04 -0.59
H 1.94 2.13 1.46
H 2.08 0.79 0.33
*
```

natural (NBO) population analysis, charges in e, atoms 1 to 2: 0.544, -0.817

---

Entry 2
DFT (wB97M-V/def2-TZVPD) results for a molecular structure, C14H21AsN2O5PdS5.

Gap between HOMO and LUMO in eV: 6.3733
E_HOMO in eV: -1.759

```
! wB97M-V def2-TZVPD RIJCOSX def2/J DEFGRID3
* xyz -2 1
Pd 0.49 -0.41 -0.04
S -0.27 1.75 3.63
As 1.15 1.95 2.07
S 2.09 -0.01 1.53
S 0.16 1.82 0.06
S 2.50 3.53 2.27
C -3.47 1.37 1.77
N -3.09 0.81 0.49
C -3.40 1.58 -0.69
C -2.31 -0.29 0.39
C -2.01 -1.04 1.65
O -1.83 -0.64 -0.70
H -3.59 2.44 1.66
H -2.68 1.21 2.51
H -4.42 0.95 2.14
H -4.49 1.60 -0.87
H -2.91 1.12 -1.54
H -3.04 2.60 -0.58
H -2.89 -1.15 2.29
H -1.25 -0.50 2.22
H -1.62 -2.02 1.37
C 3.79 -5.71 2.22
C 3.92 -4.90 0.96
C 4.12 -5.52 -0.27
C 4.17 -4.77 -1.43
C 4.04 -3.40 -1.36
C 3.87 -2.75 -0.14
C 3.80 -3.51 1.01
S 3.96 -2.45 -2.85
O 4.15 -3.35 -3.95
O 4.81 -1.30 -2.71
N 2.43 -1.89 -2.96
C 1.33 -2.81 -3.26
C 0.19 -2.71 -2.26
C 0.61 -3.31 -0.91
O 0.77 -4.54 -0.88
O 0.79 -2.51 0.06
H 3.83 -6.77 2.01
H 2.83 -5.49 2.71
H 4.58 -5.46 2.94
H 4.19 -6.60 -0.32
H 4.28 -5.25 -2.40
H 3.75 -1.68 -0.09
H 3.61 -3.01 1.95
H 2.24 -1.15 -2.28
H 1.70 -3.84 -3.24
H 0.98 -2.61 -4.28
H -0.63 -3.33 -2.63
H -0.18 -1.69 -2.17
*
```

natural (NBO) population analysis, charges in e, atoms 1 to 2: 0.574, -0.824

---

Energies in kJ/mol, measured from the most stable structure: entry 1 31.6; entry 2 0.0.

---

Entry 1
DFT (wB97M-V/def2-TZVPD) results for 2 unconnected molecules or ions with the total composition C6H9NOS2.

Gap between HOMO and LUMO in eV: 8.0464
E_HOMO in eV: -8.618

```
! wB97M-V def2-TZVPD RIJCOSX def2/J DEFGRID3
* xyz 0 1
C 0.00 -1.09 -1.75
C 0.55 -1.47 -0.40
O -0.09 -2.08 0.38
C 1.86 -1.00 -0.01
C 2.13 -0.02 1.07
S 3.15 -1.69 -0.90
H 0.63 -1.60 -2.44
H -0.01 0.08 -1.76
H -0.98 -1.47 -1.92
H 1.40 -0.02 1.91
H 2.31 0.96 0.71
H 3.15 -0.09 1.54
C -2.88 1.02 0.93
C -1.61 1.42 0.39
N -0.65 1.85 -0.16
S 0.67 2.28 -0.86
H -2.84 0.14 1.43
H -3.64 1.07 0.14
H -3.13 1.69 1.71
*
```

natural (NBO) population analysis, charges in e, atoms 1 to 2: -0.724, 0.500

---

Entry 2
DFT (wB97M-V/def2-TZVPD) results for a molecular structure, C6H9NOS2.

Gap between HOMO and LUMO (alpha / beta) in eV: 6.9793 / 6.9776
E_HOMO (alpha / beta) in eV: -8.227 / -8.227

```
! wB97M-V def2-TZVPD RIJCOSX def2/J DEFGRID3
* xyz 0 1
C -2.89 0.02 -0.66
C -1.86 -0.50 -0.32
C 0.36 -0.32 1.24
C 0.01 -1.74 -1.04
C -0.78 -1.37 -0.03
C 0.18 1.98 0.30
N 0.89 0.71 0.67
O 2.76 1.64 -0.92
S 3.10 -1.08 0.17
S 2.10 0.32 -0.66
H -3.62 0.80 -0.79
H -0.59 -0.21 1.91
H 1.00 -1.01 1.59
H 0.66 -2.61 -1.06
H -0.31 -1.38 -2.06
H -1.05 -2.04 0.86
H 0.14 2.53 1.26
H 0.81 2.51 -0.44
H -0.90 1.76 -0.02
*
```

natural (NBO) population analysis, charges in e, atoms 1 to 2: -0.202, -0.049

---

Energies in kJ/mol, measured from the most stable structure: entry 1 0.0; entry 2 294.5.

---

Entry 1
DFT (wB97M-V/def2-TZVPD) results for a gas-phase ion, C5H11N2O2 (charge +1).

Gap between HOMO and LUMO in eV: 9.4312
E_HOMO in eV: -14.355

```
! wB97M-V def2-TZVPD RIJCOSX def2/J DEFGRID3
* xyz 1 1
C 3.92 0.52 0.06
N 2.69 0.32 0.13
N 1.49 0.18 -0.04
O 0.46 0.61 0.62
C -0.88 0.14 0.06
C -1.79 0.00 1.32
C -1.34 1.34 -0.75
C -0.82 -1.23 -0.65
O 0.16 -2.11 -0.03
H 4.32 1.55 -0.24
H 4.52 -0.24 0.48
H -1.64 -0.91 1.79
H -2.83 -0.07 0.92
H -1.49 0.78 2.11
H -2.38 1.14 -1.05
H -1.24 2.24 -0.11
H -0.80 1.39 -1.70
H -0.62 -1.20 -1.77
H -1.87 -1.53 -0.53
H 0.13 -2.91 -0.63
*
```

natural (NBO) population analysis, charges in e, atoms 1 to 2: -0.029, -0.015

---

Entry 2
DFT (wB97M-V/def2-TZVPD) results for a gas-phase ion, C5H11N2O2 (charge +1).

Gap between HOMO and LUMO in eV: 11.2996
E_HOMO in eV: -14.295

```
! wB97M-V def2-TZVPD RIJCOSX def2/J DEFGRID3
* xyz 1 1
C -0.17 -1.38 1.93
C 0.38 -0.68 0.69
C -0.59 0.01 -0.32
C -0.89 -0.60 -1.67
O 0.29 -1.00 -2.37
C 0.18 1.37 -0.18
N 0.11 2.46 -0.84
N 0.90 0.78 0.75
O 1.96 1.23 1.44
H -0.46 -2.33 1.59
H -0.99 -0.91 2.29
H 0.47 -1.68 2.69
H 1.14 -1.19 0.21
H -1.52 -0.02 0.16
H -1.36 0.13 -2.31
H -1.46 -1.63 -1.50
H -0.02 -1.63 -2.96
H -0.43 2.54 -1.59
H 0.61 3.33 -0.48
H 1.86 1.20 2.47
*
```

natural (NBO) population analysis, charges in e, atoms 1 to 2: -0.641, 0.004

---

Energies in kJ/mol, measured from the most stable structure: entry 1 209.8; entry 2 0.0.

---

Entry 1
DFT (wB97M-V/def2-TZVPD) results for C8H10O2 in the gas phase.

Gap between HOMO and LUMO in eV: 8.9071
E_HOMO in eV: -7.968

```
! wB97M-V def2-TZVPD RIJCOSX def2/J DEFGRID3
* xyz 0 1
O -2.68 0.00 -1.13
C -1.86 0.91 -0.47
C -0.92 0.41 0.76
O -0.21 1.42 1.48
C 0.12 -0.54 0.17
C 1.44 0.40 -0.62
C 2.69 0.65 0.08
C 2.74 -0.29 -0.83
C -0.11 -1.78 -0.54
C 0.44 -1.87 0.66
H -3.26 -0.46 -0.49
H -2.32 1.85 -0.08
H -1.07 1.23 -1.13
H -1.60 -0.20 1.47
H 0.51 1.01 1.96
H 0.91 1.14 -1.34
H 3.37 1.16 0.81
H 3.41 -0.88 -1.45
H -0.57 -2.31 -1.31
H 0.67 -2.61 1.53
*
```

natural (NBO) population analysis, charges in e, atoms 1 to 2: -0.699, -0.071

---

Entry 2
DFT (wB97M-V/def2-TZVPD) results for C8H10O2 in the gas phase.

Gap between HOMO and LUMO in eV: 10.8932
E_HOMO in eV: -9.848

```
! wB97M-V def2-TZVPD RIJCOSX def2/J DEFGRID3
* xyz 0 1
C 0.55 -2.15 -1.26
C 0.00 -1.38 -0.53
C -0.70 -0.32 0.18
C -1.88 -0.84 0.88
C -2.11 -2.15 1.10
O -1.15 0.57 -0.93
C 0.09 1.28 -1.22
C 0.55 1.48 0.21
C 2.13 1.57 0.37
O 0.11 0.40 1.02
H 1.11 -2.82 -1.77
H -2.37 0.03 1.39
H -2.95 -2.50 1.60
H -1.44 -2.99 0.68
H -0.11 2.25 -1.61
H 0.74 0.58 -1.68
H 0.00 2.35 0.47
H 2.57 0.65 -0.03
H 2.45 1.64 1.39
H 2.40 2.34 -0.26
*
```

natural (NBO) population analysis, charges in e, atoms 1 to 2: -0.201, -0.048

---

Energies in kJ/mol, measured from the most stable structure: entry 1 298.2; entry 2 0.0.